1.
{"formula": "C16H31NOOsP2", "method": "wB97M-V/def2-TZVPD", "spin_multiplicity": 5, "charge": 2, "lumo_ev": [-7.45, -9.56], "gap_ev": [7.176, 6.072], "relative_energy_kcal_mol": 86.1, "total_energy_ev": -41652.665, "species": ["P", "P", "C", "C", "H", "H", "H", "H", "C", "H", "H", "H", "C", "H", "H", "H", "C", "H", "H", "H", "C", "H", "H", "H", "Os", "C", "C", "C", "C", "C", "C", "C", "C", "C", "H", "H", "H", "H", "H", "H", "H", "H", "H", "H", "H", "H", "H", "H", "H", "O", "C", "N"], "xyz": [[-2.070052, 1.415442, 0.868458], [-1.261032, -2.533914, 0.173931], [-0.492023, -0.608048, -1.528432], [-0.672410, -2.098144, -1.502256], [0.516473, -0.368309, -1.861791], [-1.100773, 0.002281, -2.222465], [-1.354429, -2.410756, -2.300925], [0.317449, -2.569367, -1.614842], [0.347532, -2.992272, 1.064785], [0.043023, -3.705650, 1.839288], [0.711935, -2.068912, 1.560570], [1.146857, -3.395889, 0.428027], [-2.062044, -4.134271, -0.160333], [-1.318224, -4.914394, -0.398543], [-2.753107, -3.968083, -1.007946], [-2.635441, -4.397506, 0.744086], [-1.380521, 2.961071, 1.560547], [-2.125745, 3.703990, 1.849344], [-0.681234, 3.411265, 0.855640], [-0.811893, 2.652208, 2.438002], [-2.523988, 1.974177, -0.846723], [-3.031872, 1.129514, -1.339726], [-1.614359, 2.182027, -1.422851], [-3.146693, 2.886957, -0.850243], [0.891220, 0.009552, -0.018449], [2.284324, -0.592606, -1.192273], [2.652624, -0.753500, 0.233728], [3.504951, 0.248629, 0.885705], [3.072067, 1.704969, 0.545581], [1.594899, 1.818129, 0.465380], [0.925571, 1.894456, -0.776250], [1.630030, 1.695540, -2.104931], [2.680397, 0.511231, -2.140342], [-3.709402, 1.227393, 1.665941], [2.095073, -1.545127, -1.698030], [2.632779, -1.787256, 0.550432], [4.543857, 0.028976, 0.611553], [3.433440, 0.049232, 1.965680], [3.436320, 2.329520, 1.372520], [3.551877, 2.018298, -0.391472], [1.121234, 2.223123, 1.364059], [0.064941, 2.566401, -0.803315], [2.166452, 2.630953, -2.317502], [0.897823, 1.506855, -2.914302], [2.654749, 0.098478, -3.159354], [3.713918, 0.871114, -2.078966], [-4.310818, 0.544837, 1.051977], [-4.198058, 2.202635, 1.822414], [-3.499491, 0.766590, 2.639671], [-2.768182, -2.198851, 3.230647], [-1.953577, -1.471722, 2.723223], [-1.156449, -0.751267, 2.141073]], "atomic_forces_ev_per_a": [[-1.8306, 2.0275, -0.5966], [1.6055, -1.7581, -0.1422], [-0.6166, 0.6970, -0.5856], [-0.1144, 0.8323, -0.1135], [0.2398, 0.0417, -1.0942], [-0.2019, -0.4517, 0.8728], [0.0838, -0.2465, 0.3233], [-0.4662, -0.2617, -0.1227], [-0.7318, 0.9496, -0.1715], [0.2823, 0.1479, -0.0100], [-0.1408, -0.6776, 0.0177], [-0.5604, -0.1974, -0.0150], [-0.8142, 0.1980, 0.5075], [-0.2121, 0.3860, 0.1151], [0.2553, -0.2702, 0.4776], [0.1285, -0.2701, -0.4596], [0.8345, -0.6782, 0.4151], [-0.2360, -0.3014, -0.0911], [-0.1414, -0.0024, 0.0514], [-0.0108, 0.3733, 0.2644], [0.3802, -0.8587, -0.3192], [-0.0607, 0.5076, 0.0760], [-0.4287, -0.0616, 0.1317], [0.0930, -0.4904, 0.3762], [-8.0913, -1.3886, 2.3941], [3.3525, -0.8285, -0.4835], [1.9188, -0.6568, -2.0523], [0.9694, 0.1312, 1.1850], [1.7996, -0.2926, 0.6820], [0.8295, 1.3119, 1.0723], [0.5705, 0.4598, -1.3513], [1.1387, 0.5973, -0.5672], [0.0313, 0.6728, -1.2810], [0.7129, -0.6442, 0.3159], [-0.0157, 0.0603, 0.1967], [0.2511, -0.0278, 0.3673], [0.0543, 0.3737, 0.0267], [0.1322, 0.3970, -0.1620], [0.0236, 0.0350, -0.4416], [-0.1951, 0.0982, 0.5075], [-0.0681, 0.0650, -0.3030], [-0.0337, -0.7116, -0.0715], [-0.1890, -0.1681, -0.4093], [0.2416, 0.3953, 0.5212], [-0.1079, 0.0884, 0.2231], [-0.2536, -0.1425, 0.4772], [0.0031, 0.2368, 0.2774], [0.2430, -0.3304, -0.2962], [-0.4243, 0.1118, -0.1324], [2.3582, 1.9575, -1.1831], [-2.5318, -1.6202, 1.0317], [-0.0563, 0.1844, -0.4512]]}



2.
{"formula": "C16H31NP2PtS", "method": "wB97M-V/def2-TZVPD", "spin_multiplicity": 3, "charge": 0, "lumo_ev": [-0.42, -0.79], "gap_ev": [4.404, 6.071], "relative_energy_kcal_mol": 0.0, "total_energy_ev": -51235.632, "species": ["P", "P", "C", "C", "H", "H", "H", "H", "C", "H", "H", "H", "C", "H", "H", "H", "C", "H", "H", "H", "C", "H", "H", "H", "Pt", "C", "C", "C", "C", "C", "C", "C", "C", "C", "H", "H", "H", "H", "H", "H", "H", "H", "H", "H", "H", "H", "H", "H", "H", "S", "C", "N"], "xyz": [[1.601480, -1.803460, 0.488885], [0.375780, 1.810383, 1.406334], [2.210350, 0.106039, -0.031657], [1.943767, 1.493107, 0.545771], [1.861643, 0.116697, -1.064643], [3.290193, -0.075826, -0.021127], [2.741942, 1.827803, 1.216124], [1.926920, 2.246466, -0.257808], [-0.204114, 3.427436, 0.845787], [0.118872, 4.174068, 1.575040], [-1.291836, 3.407207, 0.775967], [0.214254, 3.657818, -0.138369], [0.820013, 1.934514, 3.177383], [1.037977, 2.987255, 3.396909], [1.698139, 1.313988, 3.400594], [-0.026037, 1.604563, 3.788207], [0.702135, -3.451727, 0.569422], [0.876811, -3.967493, 1.528073], [1.110623, -4.104891, -0.213104], [-0.382190, -3.388830, 0.427323], [3.079202, -2.399376, 1.293496], [3.768389, -1.566993, 1.477248], [3.476889, -3.122361, 0.564286], [2.838630, -2.940098, 2.216084], [-0.825272, 0.072636, -0.074110], [-0.561044, 1.355524, -1.722236], [-1.961675, 1.255945, -1.383464], [-2.942521, 0.422216, -2.182098], [-2.546962, -1.053786, -2.237285], [-1.586835, -1.453402, -1.151142], [-0.180943, -1.385995, -1.461204], [0.423733, -0.773143, -2.689520], [0.048091, 0.677866, -2.913018], [-0.239957, -0.882786, 1.709208], [-0.108042, 2.339127, -1.547088], [-2.403729, 2.161463, -0.944388], [-3.131470, 0.842776, -3.186797], [-3.884398, 0.466853, -1.617294], [-3.431874, -1.670748, -2.101654], [-2.113091, -1.284369, -3.210599], [-1.858447, -2.308692, -0.519812], [0.306879, -2.380097, -1.297677], [0.146651, -1.351143, -3.573924], [1.521063, -0.837705, -2.589091], [0.952898, 1.246917, -3.159008], [-0.606784, 0.755016, -3.788819], [-0.195800, -0.151474, 2.530775], [0.792932, -1.376031, 1.855334], [-1.029646, -1.610051, 1.902841], [-3.229078, 1.008606, 4.185008], [-2.743654, 1.212177, 2.669146], [-2.400873, 1.416009, 1.531702]], "atomic_forces_ev_per_a": [[0.6906, 0.9555, -2.6931], [-1.0312, -0.9285, -2.3780], [0.2554, -0.7297, -0.0558], [0.8467, 0.9102, 0.7909], [0.1776, -0.1815, 0.3906], [-0.0458, -0.0345, -0.0901], [0.2996, -0.2386, -0.1240], [0.1422, -0.4750, -0.0649], [0.4459, 0.5875, 0.3804], [-0.1550, 0.2781, -0.2484], [0.0904, -0.0700, 0.1859], [0.0094, 0.0689, 0.3031], [-0.3707, -0.1217, -0.0680], [0.0111, -0.2654, 0.0029], [-0.2668, 0.1502, -0.1198], [0.0628, 0.1445, 0.0645], [-0.5137, -0.2995, 0.4525], [0.0232, 0.4002, -0.1254], [0.0323, 0.3301, 0.0579], [0.3439, 0.1541, -0.0174], [0.4972, -0.0486, 0.6735], [0.0470, -0.5054, 0.0198], [0.2351, 0.1831, 0.3850], [0.2978, 0.1447, -0.0160], [1.3244, 2.5842, 3.0843], [-1.8632, 0.6947, -0.3262], [0.5313, 1.2892, -1.4960], [-0.4942, -0.0947, 0.6726], [-0.5822, -0.0690, -0.2030], [0.0627, -0.2871, -0.4366], [1.2167, -2.7645, -0.6730], [0.2165, -0.1562, -0.2342], [0.3532, 0.2260, -0.5666], [-1.2288, -0.5214, 1.1568], [-0.1533, -0.5754, 0.4488], [0.2295, -0.6002, 0.1651], [0.1256, -0.0794, 0.3266], [0.1096, 0.1816, -0.2877], [-0.2115, -0.0056, -0.3569], [-0.0235, -0.2012, -0.1016], [-0.1914, 0.2717, -0.3331], [-0.2360, 0.9792, -0.2375], [0.1553, -0.1929, -0.1289], [-0.3797, -0.2800, -0.2013], [-0.1248, -0.1185, -0.1778], [-0.0847, 0.1404, 0.1399], [-0.0932, -0.7349, -0.0577], [-0.8316, 0.2088, 1.0120], [0.4823, -0.4414, 0.4823], [-0.1250, -0.2456, 1.0056], [0.8731, 0.7013, -3.3951], [-1.1821, -0.3183, 3.0130]]}



What is the formula in the first record?
C16H31NOOsP2